C21H51N8O7 | ωB97M-V/def2-TZVPD

Geometry (Å):
C (3.10, 0.43, 1.53)
O (2.30, 0.88, 0.43)
C (2.43, 2.27, 0.19)
C (1.95, 3.17, 1.36)
C (0.42, 3.42, 1.23)
C (-0.26, 2.23, 1.90)
N (-1.76, 2.17, 1.60)
C (-2.11, 0.87, 1.61)
N (-2.01, 0.23, 2.76)
N (-2.58, 0.23, 0.51)
O (-2.10, 0.76, -0.69)
H (3.57, -0.51, 1.23)
H (2.48, 0.18, 2.41)
H (3.83, 1.17, 1.88)
H (3.44, 2.56, -0.13)
H (1.77, 2.49, -0.66)
H (2.52, 4.10, 1.34)
H (2.11, 2.73, 2.35)
H (0.12, 3.57, 0.19)
H (0.17, 4.33, 1.79)
H (0.18, 1.31, 1.50)
H (-0.06, 2.20, 2.98)
H (-1.85, 2.54, 0.66)
H (-2.25, 0.71, 3.61)
H (-1.63, -0.71, 2.79)
H (-2.22, -0.72, 0.55)
H (-2.84, 1.22, -1.11)
C (-7.92, -1.35, 0.32)
O (-8.77, -2.18, 0.05)
N (-6.80, -1.59, 1.02)
C (-5.85, -0.53, 1.29)
C (-6.54, -2.93, 1.52)
H (-8.01, -0.30, -0.01)
H (-4.88, -0.79, 0.86)
H (-5.74, -0.41, 2.37)
H (-6.19, 0.41, 0.86)
H (-6.49, -3.62, 0.68)
H (-7.35, -3.24, 2.18)
H (-5.59, -2.95, 2.06)
C (6.17, -0.82, 4.10)
O (6.27, -0.35, 2.98)
N (5.91, -2.12, 4.37)
C (5.80, -2.61, 5.73)
C (5.74, -3.04, 3.27)
H (6.28, -0.20, 5.00)
H (6.55, -3.38, 5.90)
H (4.80, -3.04, 5.88)
H (5.95, -1.80, 6.44)
H (6.64, -3.06, 2.66)
H (4.91, -2.72, 2.64)
H (5.54, -4.04, 3.64)
C (-7.17, 0.49, -3.27)
O (-6.66, 0.51, -2.16)
N (-7.66, -0.60, -3.87)
C (-8.25, -0.56, -5.20)
C (-7.62, -1.87, -3.16)
H (-7.25, 1.40, -3.89)
H (-9.29, -0.88, -5.16)
H (-7.69, -1.22, -5.87)
H (-8.21, 0.45, -5.60)
H (-8.17, -1.78, -2.23)
H (-6.58, -2.11, -2.93)
H (-8.05, -2.67, -3.77)
C (6.20, 4.51, -1.93)
O (5.42, 4.65, -1.00)
N (6.68, 3.33, -2.36)
C (7.60, 3.22, -3.48)
C (6.26, 2.13, -1.66)
H (6.57, 5.37, -2.52)
H (7.16, 2.60, -4.26)
H (8.53, 2.76, -3.14)
H (7.82, 4.21, -3.89)
H (5.18, 2.04, -1.72)
H (6.55, 2.20, -0.61)
H (6.73, 1.25, -2.11)
C (1.38, -3.58, -1.47)
O (1.47, -3.86, -0.29)
N (1.10, -2.36, -1.95)
C (1.00, -2.08, -3.37)
C (0.87, -1.28, -1.00)
H (1.54, -4.34, -2.26)
H (1.74, -1.32, -3.65)
H (0.00, -1.71, -3.61)
H (1.20, -2.98, -3.95)
H (1.76, -1.15, -0.39)
H (0.03, -1.55, -0.35)
H (0.65, -0.36, -1.52)

Its LUMO energy is -0.123 Eh. The value obtained for the gap between HOMO and LUMO is 7.5802 eV. The net charge is +1.

Löwdin population analysis, charges in e, atoms 1 to 8:
1. C -0.095
2. O -0.241
3. C -0.208
4. C -0.148
5. C -0.168
6. C -0.143
7. N 0.122
8. C -0.407